[1]
ORCA calculation (ωB97M-V/def2-TZVPD) on a molecular structure, C18H24CrFN3O10P2S.

<S²> = 0.767
largest force on an atom = 0.96 eV/A
energy relative to the best compared isomer or geometry (same formula, charge and spin) = 5.3 kcal per mole
multiplicity = 2
total charge = -1
LUMO (alpha / beta) = 2.64 / 2.65 eV
orbital gap (alpha / beta) = 7.656 / 7.573 eV

Geometry as XYZ:
```
60
Properties=species:S:1:pos:R:3:forces:R:3
Cr 0.809659 -0.014957 -0.250709 -0.450 0.493 0.691
O -1.454669 -2.405280 -1.456222 0.059 -0.035 0.387
N -2.376351 -2.298338 -0.534929 0.117 -0.018 -0.055
C -3.645824 -2.604796 -0.892239 -0.063 0.038 0.016
C -4.694509 -2.513466 -0.016675 -0.002 -0.018 0.025
C -4.444835 -2.079882 1.283101 -0.037 0.030 0.034
C -3.154677 -1.771739 1.643427 0.060 0.000 -0.032
C -2.085414 -1.891448 0.742709 -0.208 0.075 -0.224
S -0.466305 -1.572754 1.214300 0.194 -0.058 -0.273
H -3.741992 -2.914601 -1.921024 0.054 0.025 0.000
H -5.690287 -2.763446 -0.355664 0.028 0.025 -0.009
H -5.255941 -1.970095 1.992927 0.049 -0.004 -0.015
H -2.911414 -1.398390 2.629478 -0.016 -0.040 -0.026
C 2.355782 2.134583 4.315799 0.016 -0.009 -0.004
C 2.126238 1.641032 2.892011 -0.126 -0.287 -0.010
O 3.097428 2.215587 2.032674 0.012 0.115 -0.102
P 2.431947 -0.154792 2.736309 0.333 0.049 -0.247
O 3.900196 -0.377732 3.335564 -0.104 0.029 -0.131
O 1.589769 -0.964789 3.789408 -0.217 -0.119 -0.046
O 2.337953 -0.604413 1.314830 -0.338 0.252 0.189
P 0.368333 1.900640 2.400436 0.105 0.150 -0.280
O 0.169630 3.505282 2.463192 -0.061 -0.030 0.036
O -0.503628 1.244173 3.403806 -0.034 -0.083 0.020
O 0.320513 1.534592 0.931359 0.050 -0.120 0.121
H 3.292844 1.752488 4.725627 -0.009 0.053 -0.049
H 1.533515 1.820719 4.959776 0.048 -0.004 -0.020
H 2.403167 3.224688 4.287002 -0.028 -0.036 0.009
H 2.816763 2.176671 1.077712 -0.014 0.026 0.093
H 4.530743 0.120193 2.792836 -0.079 -0.035 0.065
H 0.649380 -1.017565 3.508445 0.145 0.074 0.061
H -0.393566 3.697711 3.224102 0.067 -0.013 -0.076
C 3.273763 -2.026865 -3.013486 0.086 -0.012 -0.064
C 2.569871 -1.039602 -2.147529 0.135 0.113 0.086
N 1.533063 -1.370162 -1.446432 -0.143 -0.541 -0.085
O 1.163311 -2.691301 -1.532887 -0.031 0.091 -0.063
C 3.020294 0.308287 -1.950996 -0.166 -0.076 0.046
C 4.153441 0.949069 -2.678127 0.029 -0.047 -0.015
N 2.332446 0.946969 -1.023708 0.438 0.260 -0.328
O 2.683501 2.128271 -0.670925 -0.018 -0.046 0.100
H 3.346314 -2.981460 -2.494354 0.011 0.009 -0.024
H 4.269283 -1.668802 -3.270090 -0.031 -0.015 -0.025
H 2.710137 -2.199579 -3.933147 -0.012 -0.008 0.022
H 0.222155 -2.696750 -1.207683 -0.065 0.084 -0.162
H 4.088412 0.752889 -3.750552 0.043 -0.007 0.015
H 5.126664 0.595650 -2.323306 -0.014 0.007 -0.009
H 4.103107 2.020853 -2.502495 0.003 0.016 -0.010
F -5.953508 0.531121 -1.642571 -0.062 -0.004 0.022
C -4.595309 0.637722 -1.655931 0.082 0.029 0.046
C -3.905824 0.229599 -2.775879 0.060 -0.021 -0.068
C -2.520013 0.328021 -2.773471 -0.005 -0.089 -0.067
C -1.807508 0.831282 -1.681869 0.156 -0.039 -0.065
C -0.311171 0.929814 -1.735085 -0.219 -0.228 0.323
C -2.556034 1.232412 -0.571066 -0.031 0.018 0.057
C -3.944757 1.137032 -0.548621 0.084 0.024 0.061
H -4.448193 -0.159821 -3.629475 0.028 -0.004 0.024
H -1.968162 -0.008815 -3.645011 -0.027 0.014 0.042
H 0.011611 1.961649 -1.563312 0.002 -0.029 0.035
H 0.039105 0.619370 -2.723624 0.076 0.015 0.013
H -2.036735 1.615605 0.298405 0.012 -0.027 -0.004
H -4.513731 1.437687 0.323859 0.027 -0.014 -0.050
```
Positions in Å, forces in eV/Å.

---

[2]
ORCA calculation (ωB97M-V/def2-TZVPD) on a molecular structure, CH3N4OP.

largest force on an atom = 2.69 eV/A
energy relative to the best compared isomer or geometry (same formula, charge and spin) = 0.0 kcal per mole
LUMO (alpha / beta) = -0.90 / -0.89 eV
orbital gap (alpha / beta) = 8.219 / 8.219 eV

Geometry as XYZ:
```
10
Properties=species:S:1:pos:R:3:forces:R:3
C 0.027516 -0.435310 -0.860125 0.605 -1.582 0.823
N 1.013382 -2.028924 0.583578 0.507 -0.443 -0.851
N -0.670187 1.642386 -1.448764 0.052 -2.112 -1.508
N 0.509748 -0.927074 0.293083 -0.689 0.409 2.081
N -0.399743 0.783081 -0.582481 0.316 0.778 -0.645
O -1.207131 0.705601 2.037487 -0.643 -0.450 0.016
P 0.026379 0.782578 1.257880 1.389 0.860 0.972
H 0.164238 -0.912672 -1.771165 0.001 -0.460 -1.768
H 1.416524 -2.109610 1.544650 -0.902 0.852 -0.611
H -0.880726 2.499943 -1.054143 -0.636 2.147 1.491
```
Positions in Å, forces in eV/Å.

---

[3]
ORCA calculation (ωB97M-V/def2-TZVPD) on a molecular structure, C44H28Br2Cl4IrNO3.

largest force on an atom = 3.65 eV/A
energy relative to the best compared isomer or geometry (same formula, charge and spin) = 69.9 kcal per mole
total charge = -2
LUMO (alpha / beta) = 3.61 / 3.61 eV
orbital gap (alpha / beta) = 5.002 / 5.004 eV

Geometry as XYZ:
```
83
Properties=species:S:1:pos:R:3:forces:R:3
Ir -0.165200 0.718453 0.020288 1.663 0.487 -1.881
C -4.018338 -0.006437 -1.355277 -0.833 -0.410 -1.356
C -3.942595 0.076857 0.098256 0.507 0.164 0.648
C -5.115133 -0.177093 0.805470 -1.496 -0.180 1.330
C -5.173563 -0.072289 2.186938 -1.612 -0.607 -1.660
C -4.042015 0.335110 2.859575 0.985 0.129 -0.772
C -3.950510 0.521360 4.218376 -0.367 0.134 2.044
Br -5.493379 0.193102 5.323850 0.068 0.016 -0.025
C -2.809652 0.940062 4.855512 -0.266 0.012 0.214
C -1.700200 1.201574 4.073600 0.558 0.126 0.515
Br -0.080082 1.737995 4.924706 -0.300 -0.016 -0.052
C -1.670967 1.042405 2.683271 0.489 0.043 0.020
O -0.623934 1.301200 2.024480 0.333 0.239 -0.009
C -2.887991 0.574984 2.068168 0.591 0.054 -0.187
N -2.826099 0.412986 0.716436 0.301 -0.076 0.164
H -4.319711 -1.031909 -1.666861 0.128 0.597 0.097
H -3.085214 0.240856 -1.818112 0.329 0.005 -0.211
H -4.795603 0.707353 -1.725973 0.568 -0.547 0.158
H -6.025797 -0.443511 0.242162 0.587 0.097 0.312
H -6.113607 -0.291003 2.728751 0.737 0.180 -0.406
H -2.779284 1.071230 5.947336 -0.001 -0.086 -0.687
Cl 4.517812 5.656755 -2.394020 0.320 0.237 -0.130
C 3.113176 4.849236 -1.798813 -0.854 1.584 -0.236
C 1.903419 5.549687 -1.688723 1.716 0.025 -0.417
Cl 1.828282 7.209515 -2.159305 0.024 0.373 -0.087
C 0.784548 4.911144 -1.226243 -0.871 -1.197 0.468
Cl -0.721750 5.762660 -1.131342 -0.286 -0.020 0.096
C 0.791682 3.546115 -0.855765 1.725 0.795 -0.727
O -0.222408 2.916942 -0.449568 -2.166 -1.152 0.828
C 2.042941 2.817016 -0.978319 -0.126 3.004 -0.728
O 2.056280 1.601240 -0.671784 -1.317 -3.096 1.417
C 3.177664 3.526547 -1.454807 -0.741 -1.640 0.557
Cl 4.663105 2.651156 -1.641162 0.068 -0.259 0.094
C 3.935481 0.955673 4.169347 0.188 0.333 0.191
C 3.264805 1.572131 3.120841 0.095 0.330 -0.209
C 2.284607 0.890547 2.411889 0.052 0.688 -0.431
C 1.924508 -0.408597 2.736915 0.350 0.360 0.548
C 2.598791 -1.005850 3.810809 -0.015 -0.517 0.175
C 3.592381 -0.343852 4.508850 0.216 -0.251 0.442
C 0.976612 -1.216105 2.024939 -1.409 -0.370 -0.736
C 0.347645 -1.130254 0.791402 0.170 1.983 1.865
C -0.035820 -2.442799 0.364616 -0.936 -1.376 -0.807
C 0.730452 -3.501624 0.855101 0.648 -0.850 -0.094
C 0.397650 -4.825497 0.624654 0.403 -0.366 0.343
C -0.693453 -5.149219 -0.155164 -0.367 -0.388 -0.215
C -1.430435 -4.120293 -0.729793 -0.415 0.325 -0.295
C -1.110172 -2.783702 -0.482317 0.470 -0.501 0.418
H 4.712168 1.490705 4.727833 -0.284 -0.203 -0.229
H 3.514604 2.604526 2.847084 -0.137 -0.446 0.042
H 1.777473 1.371303 1.578003 0.297 0.035 0.319
H 2.348296 -2.038723 4.085779 0.051 0.389 -0.104
H 4.109405 -0.845878 5.335481 -0.215 0.152 -0.306
H 0.758948 -2.149546 2.567818 0.376 0.533 -0.150
H 1.631371 -3.265563 1.429692 -0.326 -0.388 -0.568
H 1.011680 -5.623587 1.059355 -0.179 0.316 -0.175
H -0.970092 -6.198285 -0.319156 0.127 0.437 -0.022
H -2.283493 -4.363795 -1.380678 0.381 0.173 0.314
H -1.691425 -1.996946 -0.911443 -0.317 0.422 -0.269
C 4.121002 -3.140086 -0.971106 0.330 -0.181 0.288
C 3.809042 -1.979289 -0.281299 -0.123 0.386 0.205
C 2.792480 -1.123911 -0.731279 0.740 -0.224 0.675
C 2.079724 -1.433777 -1.875962 0.114 -0.049 -0.176
C 2.409113 -2.607429 -2.557340 -0.024 -0.397 -0.420
C 3.411353 -3.455183 -2.117660 -0.051 -0.340 -0.312
C 1.038986 -0.606496 -2.485030 -0.281 0.178 -0.090
C 0.021898 0.105208 -1.955752 0.908 0.089 1.243
C -0.924284 0.621539 -2.941269 -0.393 -0.279 -0.734
C -1.137721 -0.090706 -4.124923 -0.259 -0.497 -0.766
C -2.021675 0.347127 -5.106446 0.213 -0.434 -0.193
C -2.762507 1.500460 -4.913034 -0.378 0.219 -0.306
C -2.603901 2.193018 -3.725533 -0.174 0.414 0.100
C -1.700215 1.752470 -2.763888 -0.421 1.094 0.435
H 4.920844 -3.801244 -0.622377 -0.249 0.234 -0.074
H 4.371402 -1.715906 0.622181 -0.250 -0.042 -0.314
H 2.594071 -0.196269 -0.208951 0.187 -0.300 -0.130
H 1.852733 -2.868818 -3.464488 0.158 0.131 0.277
H 3.644832 -4.369281 -2.673095 -0.113 0.294 0.156
H 1.119180 -0.643844 -3.578548 -0.125 -0.038 0.313
H -0.618248 -1.040996 -4.281355 -0.275 0.387 0.060
H -2.136235 -0.229806 -6.031922 0.025 0.157 0.372
H -3.475010 1.840158 -5.672970 0.264 -0.100 0.266
H -3.202530 3.095869 -3.535234 0.349 -0.409 -0.040
H -1.622196 2.321127 -1.835680 0.142 -0.129 -0.274
```
Positions in Å, forces in eV/Å.